# 1
A 17-piece molecular cluster, C68H187N17O17 overall at a distorted geometry. Source: the OMol25 dataset; level of theory: ωB97M-V/def2-TZVPD.

Structure (ORCA input):
```
! RIJCOSX wB97M-V def2-TZVPD def2/J DEFGRID3
* xyz 0 1
C -3.98 5.63 -0.14
C -2.56 5.94 0.20
C -2.34 7.36 0.75
O -2.86 8.22 -0.23
C -2.58 9.58 0.04
N -2.03 4.86 1.10
H -4.50 5.31 0.82
H -4.10 4.76 -0.86
H -4.37 6.52 -0.61
H -1.89 5.95 -0.70
H -1.27 7.60 1.00
H -2.94 7.42 1.67
H -3.23 10.01 0.80
H -2.98 10.14 -0.85
H -1.55 9.76 0.27
H -2.36 4.87 2.05
H -0.99 4.92 1.18
C 0.83 7.58 -0.95
C 1.13 6.04 -0.70
C 2.52 5.80 -1.25
O 2.67 6.04 -2.63
C 3.89 6.69 -3.01
N 1.09 5.72 0.77
H -0.21 7.76 -1.12
H 1.48 7.93 -1.72
H 1.13 8.15 -0.06
H 0.39 5.45 -1.20
H 2.92 4.80 -1.01
H 3.17 6.43 -0.67
H 4.69 6.04 -2.77
H 4.02 7.61 -2.44
H 3.85 6.90 -4.06
H 1.89 6.10 1.21
H 1.33 4.72 0.85
C -3.66 -6.02 1.28
C -2.88 -6.13 0.00
C -2.40 -4.74 -0.39
O -1.56 -4.90 -1.47
C -0.77 -3.74 -1.84
N -1.83 -7.13 0.15
H -2.96 -5.73 2.09
H -4.06 -7.02 1.36
H -4.42 -5.22 1.21
H -3.46 -6.46 -0.82
H -1.98 -4.18 0.51
H -3.29 -4.20 -0.71
H -1.33 -3.07 -2.47
H 0.05 -4.09 -2.42
H -0.47 -3.20 -0.99
H -1.20 -6.81 0.88
H -1.28 -7.24 -0.68
C -0.44 2.14 -0.78
C 0.14 2.17 0.63
C 0.00 0.83 1.31
O 0.80 -0.16 0.65
C 0.51 -1.47 1.08
N 1.54 2.68 0.56
H 0.15 1.46 -1.36
H -0.66 3.11 -1.29
H -1.44 1.66 -0.71
H -0.44 2.87 1.24
H -1.07 0.57 1.28
H 0.30 0.87 2.40
H -0.54 -1.70 0.82
H 0.68 -1.73 2.15
H 1.04 -2.15 0.39
H 2.04 2.49 1.43
H 1.98 2.10 -0.17
C -2.13 -8.45 3.70
C -0.74 -8.29 4.15
C -0.25 -6.91 4.27
O -0.48 -6.20 3.11
C -0.04 -4.91 3.19
N -0.57 -8.92 5.55
H -2.36 -9.52 3.86
H -2.26 -8.09 2.69
H -2.86 -7.94 4.40
H -0.03 -8.85 3.56
H 0.79 -6.90 4.54
H -0.78 -6.47 5.15
H -0.28 -4.34 2.28
H 1.04 -4.86 3.26
H -0.48 -4.48 4.07
H -0.86 -8.25 6.26
H -1.21 -9.73 5.57
C -5.55 0.95 3.17
C -4.37 1.86 2.68
C -3.22 1.85 3.72
O -2.25 2.88 3.38
C -1.05 2.74 4.09
N -3.92 1.37 1.36
H -5.20 -0.10 3.12
H -6.45 1.00 2.51
H -5.81 1.24 4.23
H -4.82 2.87 2.65
H -2.63 0.91 3.66
H -3.43 2.05 4.81
H -1.06 3.06 5.13
H -0.29 3.25 3.57
H -0.63 1.68 4.05
H -4.62 1.54 0.68
H -3.03 1.83 1.13
C 5.05 5.04 2.74
C 4.36 4.18 3.79
C 2.89 4.41 3.86
O 2.55 5.75 4.20
C 1.19 5.97 4.09
N 4.70 2.77 3.53
H 6.13 4.86 2.86
H 4.80 6.10 2.97
H 4.79 4.79 1.71
H 4.75 4.48 4.77
H 2.42 3.71 4.63
H 2.45 4.28 2.82
H 0.87 6.94 4.58
H 0.55 5.33 4.69
H 0.79 5.94 3.04
H 4.35 2.57 2.58
H 4.12 2.16 4.12
C -3.89 -0.89 -1.27
C -5.44 -0.85 -1.06
C -5.81 -1.54 0.23
O -7.20 -1.31 0.66
C -7.62 -1.83 1.86
N -5.89 0.57 -0.91
H -3.75 -0.25 -2.15
H -3.50 -1.85 -1.67
H -3.33 -0.70 -0.31
H -5.95 -1.47 -1.87
H -5.19 -1.13 1.06
H -5.64 -2.64 0.15
H -7.11 -2.78 2.15
H -8.67 -2.09 1.82
H -7.41 -1.17 2.71
H -5.92 1.05 -1.81
H -6.81 0.47 -0.51
C 4.09 -5.11 -5.41
C 3.26 -3.95 -4.91
C 1.88 -3.92 -5.54
O 1.85 -3.35 -6.83
C 0.55 -3.05 -7.18
N 3.01 -4.17 -3.44
H 3.67 -6.04 -5.10
H 5.17 -5.11 -5.09
H 4.23 -5.11 -6.52
H 3.79 -2.98 -5.16
H 1.33 -3.33 -4.77
H 1.50 -4.93 -5.55
H 0.09 -2.52 -6.34
H 0.02 -4.00 -7.37
H 0.52 -2.39 -8.08
H 2.81 -3.30 -2.93
H 3.84 -4.59 -3.04
C 3.84 -4.51 4.69
C 4.69 -3.91 3.60
C 3.91 -4.17 2.27
O 4.66 -3.50 1.23
C 3.89 -3.60 -0.01
N 4.78 -2.48 3.73
H 2.82 -4.14 4.56
H 4.20 -4.15 5.67
H 3.89 -5.57 4.77
H 5.66 -4.41 3.61
H 2.90 -3.79 2.30
H 3.86 -5.18 1.92
H 2.95 -2.97 0.03
H 3.60 -4.60 -0.32
H 4.51 -3.11 -0.79
H 5.26 -2.24 4.58
H 5.35 -2.09 2.97
C 7.18 -0.22 -1.88
C 5.68 -0.40 -1.57
C 5.11 0.81 -0.86
O 3.87 0.66 -0.17
C 4.01 0.03 1.09
N 4.84 -0.72 -2.78
H 7.48 -1.11 -2.44
H 7.83 -0.15 -1.02
H 7.33 0.66 -2.44
H 5.57 -1.22 -0.87
H 4.93 1.63 -1.59
H 5.89 1.15 -0.18
H 3.01 0.01 1.60
H 4.80 0.53 1.76
H 4.27 -1.01 0.92
H 5.18 -1.49 -3.33
H 4.74 0.11 -3.41
C -6.12 -6.92 -2.06
C -6.32 -5.52 -1.59
C -6.22 -4.47 -2.73
O -4.86 -4.52 -3.19
C -4.63 -3.80 -4.42
N -7.58 -5.39 -0.78
H -7.11 -7.25 -2.36
H -5.82 -7.64 -1.29
H -5.39 -7.03 -2.86
H -5.44 -5.33 -0.96
H -6.61 -3.47 -2.39
H -6.86 -4.83 -3.58
H -5.23 -4.18 -5.26
H -3.52 -3.75 -4.58
H -4.93 -2.75 -4.26
H -7.61 -4.45 -0.33
H -8.36 -5.49 -1.44
C -0.91 5.87 -4.43
C -0.45 6.01 -5.86
C 0.84 6.82 -6.01
O 0.45 8.20 -5.93
C -0.01 8.77 -7.11
N -0.23 4.67 -6.43
H -0.47 4.97 -3.93
H -1.99 5.75 -4.42
H -0.79 6.80 -3.88
H -1.22 6.50 -6.49
H 1.30 6.60 -6.95
H 1.53 6.62 -5.21
H 0.22 9.80 -6.85
H -1.06 8.52 -7.37
H 0.72 8.55 -7.92
H -0.38 4.63 -7.45
H -0.80 4.01 -5.92
C 0.25 -1.35 5.43
C 1.36 -0.32 5.44
C 2.37 -0.68 6.46
O 3.50 0.14 6.39
C 4.49 -0.02 7.47
N 2.06 -0.33 4.15
H -0.24 -1.38 6.43
H 0.70 -2.28 5.13
H -0.53 -1.13 4.65
H 0.91 0.68 5.64
H 2.76 -1.66 6.30
H 1.99 -0.70 7.48
H 5.05 -0.97 7.40
H 4.16 0.17 8.48
H 5.30 0.70 7.11
H 2.66 0.50 4.08
H 2.70 -1.13 4.04
C 2.02 -0.56 -4.57
C 1.09 -0.26 -3.44
C -0.25 -0.96 -3.72
O -0.70 -0.50 -5.07
C -2.08 -0.70 -5.39
N 1.56 -0.94 -2.20
H 2.21 -1.59 -4.66
H 2.99 -0.14 -4.37
H 1.54 -0.22 -5.47
H 0.93 0.77 -3.38
H -0.92 -0.59 -2.95
H -0.26 -2.06 -3.66
H -2.19 -0.06 -6.29
H -2.68 -0.36 -4.55
H -2.34 -1.79 -5.62
H 2.53 -0.69 -2.13
H 1.09 -0.49 -1.44
C 2.92 2.87 -3.03
C 3.31 3.43 -4.37
C 4.72 3.16 -4.72
O 5.61 3.93 -3.83
C 6.94 3.63 -4.09
N 2.51 2.76 -5.45
H 3.09 1.83 -3.03
H 1.88 3.13 -2.92
H 3.43 3.30 -2.14
H 3.05 4.49 -4.30
H 4.86 3.49 -5.74
H 4.93 2.09 -4.47
H 7.53 3.85 -3.19
H 7.41 4.22 -4.86
H 7.09 2.56 -4.38
H 1.94 1.98 -5.15
H 1.89 3.50 -5.85
C -2.99 -3.91 6.08
C -3.38 -2.79 5.17
C -4.07 -3.44 3.98
O -4.27 -2.56 2.89
C -3.10 -2.42 2.13
N -4.34 -1.89 5.86
H -2.41 -3.50 6.92
H -2.35 -4.57 5.49
H -3.87 -4.43 6.41
H -2.55 -2.23 4.80
H -5.02 -3.91 4.28
H -3.48 -4.33 3.68
H -2.43 -1.62 2.53
H -3.33 -2.14 1.09
H -2.54 -3.36 2.08
H -4.15 -1.79 6.83
H -4.22 -0.97 5.37
*
```

Values from the calculation:
Electronic energy, eV: -133676.5517
Energy above the lowest of the compared OMol25 structures with the same formula, charge and spin, eV: 3.803
Molar mass, g/mol: 1515.35
Frontier orbital gap, eV: 9.0



# 2
C7H8O3 as an isolated structure at a distorted geometry. Source: the OMol25 dataset; level of theory: ωB97M-V/def2-TZVPD.

Structure (ORCA input):
```
! RIJCOSX wB97M-V def2-TZVPD def2/J DEFGRID3
* xyz 0 1
C -1.13 -0.13 -1.55
C -0.50 0.07 1.01
C 1.88 0.12 -0.04
C 1.12 1.06 0.55
C -0.49 -0.83 -0.40
C 1.02 2.39 0.49
C -0.20 -2.13 -0.37
O -0.10 -0.75 2.05
O -1.45 0.83 1.16
O 2.69 -0.66 -0.29
H -0.77 -0.67 2.75
H -1.16 -0.76 -2.44
H -0.59 0.79 -1.80
H -2.14 0.17 -1.28
H 1.82 3.03 0.14
H 0.08 2.84 0.78
H 0.25 -2.59 0.50
H -0.32 -2.76 -1.25
*
```

Values from the calculation:
Electronic energy, eV: -13526.8435
Energy above the lowest of the compared OMol25 structures with the same formula, charge and spin, eV: 4.413
Molar mass, g/mol: 140.14
Frontier orbital gap, eV: 7.3



# 3
C2H4AgO as an isolated structure at a distorted geometry. Source: the OMol25 dataset; level of theory: ωB97M-V/def2-TZVPD.

Structure (ORCA input):
```
! RIJCOSX wB97M-V def2-TZVPD def2/J DEFGRID3
* xyz 1 1
H 1.51 -0.88 0.81
O -0.42 -0.26 -0.01
C 0.49 -0.33 1.00
C 1.09 0.78 1.48
H -1.29 -0.57 0.27
H 0.70 1.78 1.27
H 1.73 0.67 2.36
Ag -0.24 0.39 -2.34
*
```

Values from the calculation:
Electronic energy, eV: -8174.9655
Energy above the lowest of the compared OMol25 structures with the same formula, charge and spin, eV: 0.000
Molar mass, g/mol: 151.92
Frontier orbital gap, eV: 7.2



# 4
An isolated molecule of C2H3Br2N3 at a distorted geometry. Source: the OMol25 dataset; level of theory: ωB97M-V/def2-TZVPD.

Structure (ORCA input):
```
! RIJCOSX wB97M-V def2-TZVPD def2/J DEFGRID3
* xyz 0 1
C 0.00 -1.20 -1.18
C -0.52 0.99 0.36
N 0.03 -1.59 0.03
N 0.54 -0.97 1.04
N 0.41 0.33 1.09
Br 1.01 0.28 -2.10
Br -0.89 2.71 1.10
H -0.24 -1.77 -1.96
H -1.47 0.41 -0.01
H 1.12 0.81 1.64
*
```

Values from the calculation:
Electronic energy, eV: -146673.0454
Energy above the lowest of the compared OMol25 structures with the same formula, charge and spin, eV: 5.144
Molar mass, g/mol: 228.88
Frontier orbital gap (alpha / beta), eV: 7.4 / 7.8



# 5
An isolated molecule of C5H5NO2 at a distorted geometry. Source: the OMol25 dataset; level of theory: ωB97M-V/def2-TZVPD.

Structure (ORCA input):
```
! RIJCOSX wB97M-V def2-TZVPD def2/J DEFGRID3
* xyz 0 1
C -0.41 0.46 1.00
C -0.40 0.36 -0.35
C -0.03 -0.47 2.03
C 1.72 -0.30 0.13
C -1.47 0.47 -1.40
N 1.04 0.14 1.37
O -0.41 -1.21 2.82
O 0.76 -0.15 -0.87
H 2.48 0.46 0.16
H 2.03 -1.38 0.34
H -1.41 1.32 -1.94
H -2.52 0.56 -1.12
H -1.39 -0.26 -2.17
*
```

Values from the calculation:
Electronic energy, eV: -10846.5243
Energy above the lowest of the compared OMol25 structures with the same formula, charge and spin, eV: 4.791
Molar mass, g/mol: 111.10
Frontier orbital gap, eV: 8.9



# 6
An isolated molecule of C4H10N2O at a distorted geometry. Source: the OMol25 dataset; level of theory: ωB97M-V/def2-TZVPD.

Structure (ORCA input):
```
! RIJCOSX wB97M-V def2-TZVPD def2/J DEFGRID3
* xyz 0 1
C -0.41 0.59 0.31
C -0.67 -0.70 -0.33
C 0.63 0.75 1.39
C 0.46 -1.59 -0.78
O -1.38 -1.31 1.03
N 0.26 1.34 -1.14
N -0.41 2.30 -1.52
H -0.67 -1.69 1.57
H -1.32 1.15 0.52
H -1.49 -0.66 -1.05
H 0.05 2.82 -2.28
H 1.45 0.04 1.31
H 0.17 0.65 2.37
H 1.07 1.75 1.33
H 0.10 -2.60 -0.96
H 0.89 -1.20 -1.71
H 1.26 -1.65 -0.04
*
```

Values from the calculation:
Electronic energy, eV: -9335.0276
Energy above the lowest of the compared OMol25 structures with the same formula, charge and spin, eV: 3.960
Molar mass, g/mol: 102.14
Frontier orbital gap, eV: 9.3